Entry 1:
ORCA calculation (the ωB97M-V functional and the def2-TZVPD basis) on a 3-piece molecular cluster, C22H43N6O2S2 overall in a non-equilibrium geometry.

Results
LUMO level = -4.899 eV
net charge = +1
gap between HOMO and LUMO = 5.53 eV

The geometry in XYZ format:
```
75
C22H43N6O2S2 (the ωB97M-V functional and the def2-TZVPD basis)
C -3.036 1.990 -2.336
C -1.459 2.037 -2.760
C -1.237 2.124 -4.358
C -0.520 0.836 -4.986
N -1.419 -0.394 -5.045
C -0.922 -1.268 -3.953
C 0.330 -2.219 -4.119
C 0.745 -3.038 -2.841
C -0.192 -2.787 -1.579
C 0.174 -3.549 -0.193
C 0.497 -2.348 0.865
C 2.083 -2.230 1.207
S 2.623 -0.458 1.015
C 3.710 -0.311 -0.517
S 5.257 -0.993 -0.346
N 3.268 0.301 -1.769
C 4.371 1.000 -2.500
C 4.899 -0.042 -3.642
C 2.046 1.144 -1.611
C 2.272 2.546 -0.851
N -1.308 -1.929 -1.557
N -1.585 -1.271 -2.680
H -3.524 3.019 -2.309
H -3.537 1.276 -3.103
H -3.126 1.444 -1.324
H -1.045 3.016 -2.300
H -0.834 1.195 -2.300
H -2.204 2.412 -4.920
H -0.519 3.017 -4.531
H 0.365 0.579 -4.285
H -0.080 0.999 -6.027
H -2.379 -0.137 -4.723
H 0.896 -2.281 -5.108
H 1.635 -3.746 -2.834
H 1.044 -4.269 -0.337
H -0.795 -4.037 0.165
H -0.131 -2.448 1.833
H 0.198 -1.316 0.434
H 2.711 -2.979 0.617
H 2.179 -2.538 2.318
H 3.905 1.882 -3.076
H 5.209 1.400 -1.838
H 4.882 0.440 -4.681
H 5.960 -0.403 -3.374
H 4.157 -0.926 -3.664
H 1.701 1.411 -2.686
H 1.163 0.597 -1.133
H 3.362 2.819 -0.657
H 1.636 2.531 0.115
H 1.830 3.409 -1.480
H -2.420 -0.645 -2.635
C -0.905 3.095 2.089
O -0.375 3.767 1.223
N -1.377 1.826 1.920
C -1.999 1.083 2.999
C -1.253 1.205 0.619
H -1.046 3.477 3.112
H -1.427 0.168 3.177
H -3.021 0.825 2.711
H -2.025 1.672 3.917
H -0.195 1.161 0.346
H -1.778 1.809 -0.121
H -1.671 0.196 0.633
C -3.536 -0.861 6.706
O -3.810 0.186 6.148
N -2.288 -1.236 7.110
C -2.040 -2.502 7.771
C -1.174 -0.340 6.870
H -4.309 -1.612 6.936
H -1.613 -2.310 8.758
H -1.332 -3.083 7.174
H -2.964 -3.071 7.885
H -1.365 0.612 7.372
H -1.087 -0.157 5.796
H -0.246 -0.773 7.245
```

***

Entry 2:
ORCA calculation (the ωB97M-V functional and the def2-TZVPD basis) on C22H44AuP as an isolated structure in a non-equilibrium geometry.

Results
LUMO level (spin up / spin down) = -7.278 / -8.620 eV
multiplicity = 3
net charge = +2
gap between HOMO and LUMO (spin up / spin down) = 6.80 / 5.42 eV

The geometry in XYZ format:
```
68
C22H44AuP (the ωB97M-V functional and the def2-TZVPD basis)
C 1.728 2.606 0.073
H 1.589 1.731 0.763
H 2.295 2.216 -0.825
H 2.416 3.304 0.498
C 0.326 3.112 -0.395
H -0.403 2.283 -0.359
H -0.074 3.846 0.300
C 0.360 3.780 -1.770
H -0.663 4.087 -2.019
H 0.975 4.678 -1.671
H 0.724 3.207 -2.624
C -0.298 -2.598 -2.753
C -0.791 -1.989 -3.954
C 0.298 -1.848 -4.877
C 1.502 -2.325 -4.178
C 1.094 -2.811 -2.890
C 2.053 -3.313 -1.875
C 2.757 -2.592 -4.949
C 0.328 -1.714 -6.356
C -2.176 -1.571 -4.263
C -1.101 -2.941 -1.548
Au 1.100 -0.103 -3.917
H 3.617 -2.817 -4.307
H 2.630 -3.416 -5.680
H 2.997 -1.668 -5.504
H 3.047 -2.841 -2.025
H 1.733 -3.078 -0.847
H 2.209 -4.402 -1.930
H -2.079 -2.436 -1.540
H -1.286 -4.027 -1.498
H -0.586 -2.673 -0.603
H -2.171 -0.776 -5.044
H -2.779 -2.419 -4.655
H -2.740 -1.159 -3.396
H 1.149 -1.029 -6.595
H 0.493 -2.682 -6.862
H -0.591 -1.295 -6.762
C 2.328 1.328 3.912
C 0.980 0.609 4.106
C 0.350 0.979 5.444
P -0.084 0.885 2.577
C -0.898 -0.752 2.240
C -1.414 -1.476 3.492
C -1.949 -0.613 1.132
C -1.464 2.101 2.955
C -2.483 1.643 3.985
C -0.888 3.496 3.281
H 2.204 2.422 3.924
H 2.807 1.048 2.963
H 3.016 1.063 4.726
H 1.171 -0.479 4.100
H 0.117 2.052 5.514
H -0.554 0.389 5.663
H 1.066 0.752 6.252
H -0.075 -1.362 1.831
H -2.350 -1.032 3.874
H -1.652 -2.510 3.217
H -0.672 -1.509 4.286
H -1.520 -0.175 0.220
H -2.351 -1.611 0.863
H -2.809 0.009 1.446
H -1.990 2.188 1.977
H -2.036 1.472 4.970
H -3.246 2.430 4.126
H -3.027 0.737 3.664
H -0.283 3.901 2.447
H -1.714 4.205 3.464
H -0.267 3.483 4.189
```

***

net charge of number 2 (C22H44AuP)?
+2